[1]
11 unconnected molecules or ions with the total composition C42H96F3O38P5 at a distorted geometry. Source: the Open Molecules 2025 dataset; level of theory: ωB97M-V/def2-TZVPD.

Its gap between HOMO and LUMO is 9.224 eV. As for the SMILES: O=C1OC[C@@H](F)O1.O=C1OC[C@@H](F)O1.O=C1OC[C@@H](F)O1.COP(=O)(OC)OC.COP(=O)(OC)OC.COP(=O)(OC)OC.COP(=O)(OC)OC.COP(=O)(OC)OC.COCCOCCOC.COCCOCCOC.COCCOCCOC. The value obtained for the HOMO energy is -9.06 eV. The value obtained for the molar mass is 1421.06 g/mol.

```
184
Properties=species:S:1:pos:R:3:forces:R:3:lowdin_charge:R:1
O 20.686 20.440 15.733 -0.2 0.4 0.0 0.1477
C 20.661 20.897 14.629 -0.1 -0.3 1.6 -0.5580
O 21.287 20.325 13.620 0.4 1.1 -2.2 0.1006
C 21.174 21.256 12.481 -0.7 -0.5 0.6 -0.0044
C 20.005 22.104 12.869 0.2 2.2 1.1 -0.3167
F 18.781 21.739 12.406 0.3 -0.4 0.0 0.0796
O 20.029 22.052 14.287 -0.2 -0.7 -0.4 0.1399
H 22.041 21.911 12.338 0.1 -0.6 0.3 0.1502
H 20.871 20.762 11.588 0.4 -0.9 -0.7 0.1332
H 20.162 23.162 12.622 -0.3 -0.3 -0.2 0.1720
O 16.834 18.706 22.696 -0.1 -0.8 -1.0 0.1467
C 16.859 17.911 21.788 1.2 1.7 2.0 -0.5557
O 16.093 16.859 21.662 -0.6 -0.5 -0.2 0.1154
C 16.475 16.173 20.469 -0.6 -1.5 -0.5 -0.0450
C 17.364 17.138 19.780 0.3 0.8 -0.9 -0.3154
F 16.685 17.962 18.876 0.0 -0.4 0.2 0.0417
O 17.814 17.929 20.807 -0.2 0.9 0.6 0.1121
H 17.059 15.277 20.707 -0.3 0.1 0.2 0.1140
H 15.568 15.913 19.918 0.3 0.1 0.0 0.1434
H 18.243 16.777 19.275 0.0 -0.5 -0.4 0.1391
O 22.639 16.093 18.186 -1.3 0.3 -0.5 0.1290
C 21.844 16.561 17.403 2.7 0.4 2.5 -0.5252
O 21.846 16.300 16.126 -0.8 -0.5 -0.5 0.1192
C 20.792 17.074 15.562 -0.3 0.1 -2.1 -0.0369
C 20.055 17.646 16.714 -0.9 1.1 -0.4 -0.3113
F 18.883 16.933 16.977 0.9 0.1 0.4 0.0404
O 20.997 17.604 17.722 0.0 -1.8 0.7 0.1405
H 21.257 17.899 15.030 0.0 0.1 -0.3 0.1342
H 20.182 16.466 14.875 0.2 0.3 0.3 0.1422
H 19.823 18.691 16.604 -0.6 0.0 -0.3 0.1082
C 26.323 10.260 20.107 -0.3 -0.5 0.5 -0.0574
O 24.874 10.226 20.074 0.9 -0.7 -0.2 -0.2212
P 24.028 11.082 21.076 -0.9 -0.8 -0.1 0.2214
O 24.527 11.363 22.398 0.8 -0.1 1.5 -0.2094
O 23.819 12.367 20.274 -1.4 2.1 -2.6 -0.2275
C 23.198 12.263 18.891 0.6 0.6 1.3 -0.0012
O 22.644 10.347 20.997 -0.5 -0.4 0.1 -0.2251
C 21.711 10.041 22.062 0.3 0.7 0.0 -0.0566
H 26.569 9.251 19.783 0.5 0.2 -0.2 0.0876
H 26.653 10.378 21.147 0.0 0.1 -0.3 0.0863
H 26.761 11.042 19.467 -0.4 -0.3 0.1 0.0877
H 23.954 11.769 18.254 -0.6 0.2 0.2 0.0844
H 23.068 13.328 18.615 -0.1 -0.8 -0.1 0.0766
H 22.228 11.712 18.954 0.9 0.5 -0.1 0.0979
H 21.307 9.076 21.747 -0.4 0.3 0.4 0.0885
H 20.964 10.879 22.162 0.5 -1.0 -0.3 0.0958
H 22.222 9.945 23.030 0.0 -0.1 -0.4 0.0867
C 22.021 13.523 23.485 -0.6 -0.2 0.0 -0.0397
O 20.759 13.420 22.763 1.1 -0.6 0.2 -0.2082
P 19.737 14.591 22.698 -0.8 -0.9 -1.3 0.2542
O 18.611 14.247 21.819 0.1 0.4 -0.5 -0.2235
O 19.318 14.803 24.161 -0.9 1.0 1.4 -0.1988
C 18.124 15.599 24.481 0.2 -1.1 0.3 -0.0292
O 20.543 15.890 22.379 0.4 0.8 -1.4 -0.2070
C 21.044 16.130 21.012 0.6 0.3 0.7 -0.0303
H 22.463 12.528 23.453 0.0 0.2 0.1 0.0647
H 21.832 13.860 24.508 0.0 -0.2 -0.1 0.0935
H 22.688 14.218 22.997 0.1 0.2 -0.2 0.0856
H 18.268 15.695 25.541 -0.4 0.5 0.4 0.0848
H 17.212 15.009 24.284 0.5 0.3 -0.1 0.1028
H 18.062 16.574 23.996 0.3 -0.2 -0.1 0.0695
H 21.984 15.597 20.884 -0.1 -0.4 0.0 0.0806
H 21.318 17.184 20.969 -0.4 0.0 0.0 0.0848
H 20.342 15.864 20.215 -0.1 0.0 0.5 0.0828
C 25.647 15.115 18.800 1.4 0.4 0.6 -0.0236
O 26.802 15.079 17.885 -0.9 0.9 2.3 -0.1982
P 26.837 14.291 16.590 0.5 -0.5 -1.6 0.1973
O 27.924 14.631 15.714 1.8 0.8 -1.1 -0.2083
O 26.900 12.811 17.069 -0.4 -2.0 0.0 -0.2154
C 26.858 11.721 16.093 -0.8 0.3 0.4 -0.0587
O 25.465 14.482 15.869 -1.1 -0.7 0.6 -0.2048
C 25.304 15.289 14.726 -0.6 0.6 -0.8 -0.0908
H 25.962 15.906 19.490 -0.5 0.0 -0.1 0.0925
H 25.633 14.204 19.429 -0.4 0.2 -0.8 0.0907
H 24.732 15.401 18.273 0.2 -0.4 0.2 0.0586
H 27.126 10.801 16.616 0.0 0.2 0.1 0.0783
H 27.542 11.851 15.248 -0.2 0.4 0.3 0.0920
H 25.802 11.637 15.768 0.7 0.0 -0.1 0.0921
H 25.060 14.640 13.873 0.3 0.3 0.1 0.0975
H 26.171 15.929 14.513 -0.2 -0.4 0.1 0.0941
H 24.426 15.919 14.916 0.2 0.0 0.0 0.0740
C 25.466 19.149 9.533 -0.6 0.1 0.8 -0.0290
O 24.464 18.900 10.608 0.4 1.6 -2.2 -0.2259
P 24.683 17.707 11.563 -0.3 -1.2 1.7 0.2621
O 25.120 16.422 11.034 0.2 -0.2 -0.5 -0.2131
O 25.654 18.234 12.670 0.4 1.3 0.8 -0.2071
C 25.500 19.519 13.376 0.3 -0.3 -0.1 -0.0419
O 23.283 17.669 12.303 -0.2 0.4 0.0 -0.2096
C 22.522 16.480 12.462 -0.3 -0.2 0.5 -0.0887
H 26.273 19.792 9.917 -0.4 -0.2 0.0 0.0918
H 24.938 19.657 8.701 0.3 -0.5 0.6 0.0948
H 25.873 18.176 9.270 0.0 0.1 -0.4 0.0776
H 26.505 19.775 13.683 0.1 0.0 0.1 0.0716
H 24.914 19.392 14.290 -0.1 -0.2 -0.3 0.0776
H 25.099 20.364 12.779 0.0 -0.9 -0.1 0.0914
H 22.332 16.017 11.496 0.1 -0.2 0.1 0.0965
H 21.577 16.770 12.923 0.0 0.1 -0.3 0.0581
H 22.993 15.785 13.174 0.1 0.1 -0.5 0.0796
C 20.376 22.604 23.035 0.1 0.6 0.0 -0.0777
O 20.211 21.743 21.897 -1.1 1.5 0.2 -0.2044
P 21.063 20.459 21.694 -0.4 -0.5 0.8 0.2228
O 22.362 20.559 22.308 1.7 -0.2 0.9 -0.2048
O 20.152 19.259 22.153 -0.1 -0.7 0.0 -0.2117
C 20.036 18.976 23.550 -0.5 0.7 0.1 -0.0698
O 21.127 20.250 20.184 -1.2 0.1 -2.8 -0.2137
C 19.930 20.338 19.290 1.1 0.1 0.6 0.0014
H 21.218 22.273 23.643 -0.2 -0.2 0.1 0.0793
H 19.429 22.640 23.603 0.5 -0.1 -0.3 0.0951
H 20.643 23.628 22.699 -0.4 -0.6 -0.1 0.0942
H 19.919 17.914 23.718 0.1 -0.1 -0.3 0.0642
H 19.159 19.510 23.935 0.1 -0.2 0.0 0.0932
H 20.922 19.343 24.037 0.4 -0.1 0.4 0.0806
H 20.336 20.308 18.265 -0.3 0.0 0.5 0.0740
H 19.400 21.284 19.471 0.3 -0.3 0.0 0.0989
H 19.292 19.491 19.541 0.0 0.1 -0.2 0.0721
C 17.085 14.446 17.072 -0.8 -0.2 -0.9 -0.0962
O 16.053 13.946 17.921 0.5 0.0 -0.6 -0.1955
C 14.922 13.520 17.204 -1.4 -0.4 0.7 -0.2100
C 13.979 12.841 18.231 -0.2 -0.1 -0.1 -0.1679
O 12.709 12.611 17.582 0.8 0.4 0.6 -0.1317
C 11.748 12.086 18.468 0.2 -0.8 -0.1 -0.2218
C 10.557 11.531 17.712 -0.6 0.5 -0.4 -0.2041
O 10.785 10.422 16.858 0.3 0.5 -0.6 -0.1935
C 10.710 9.140 17.422 -0.6 0.5 1.2 -0.1135
H 17.943 14.681 17.687 0.1 0.0 0.0 0.0721
H 16.766 15.343 16.496 0.0 -0.2 0.6 0.0931
H 17.327 13.693 16.290 0.2 0.2 0.5 0.0923
H 15.082 12.812 16.375 0.6 0.1 0.2 0.1295
H 14.374 14.370 16.766 0.1 0.0 0.1 0.1300
H 13.895 13.468 19.137 -0.3 0.2 -0.4 0.1236
H 14.376 11.893 18.649 0.0 0.2 -0.6 0.1311
H 11.402 12.811 19.212 0.0 0.3 -0.2 0.1293
H 12.197 11.277 19.046 0.2 -0.3 0.2 0.1159
H 10.173 12.314 17.036 0.2 -0.2 0.2 0.1323
H 9.756 11.355 18.456 0.2 -0.3 -0.2 0.1265
H 9.675 9.051 17.854 0.9 -0.5 -0.1 0.0992
H 11.489 9.064 18.196 -0.4 -0.4 0.1 0.0831
H 10.891 8.359 16.678 -0.1 0.4 -0.1 0.0873
C 28.521 19.067 16.043 -1.4 -1.5 1.5 -0.0564
O 27.090 19.285 16.208 0.7 0.4 -1.2 -0.1878
C 26.597 18.685 17.366 -0.1 0.0 1.2 -0.2273
C 25.186 19.070 17.757 -1.1 1.5 -1.7 -0.1755
O 25.140 20.406 18.254 -0.4 0.0 0.9 -0.1353
C 23.830 20.886 18.638 0.6 1.4 -0.6 -0.1539
C 23.979 22.165 19.509 0.3 -0.3 0.0 -0.1891
O 24.488 23.219 18.707 0.0 -0.2 -0.8 -0.2022
C 24.802 24.443 19.317 0.5 -0.3 1.1 -0.1278
H 29.023 19.568 16.852 0.4 0.6 0.3 0.0764
H 28.901 19.374 15.089 -0.3 0.3 -0.5 0.0758
H 28.732 17.988 16.212 -0.1 0.4 -0.4 0.0976
H 27.213 18.969 18.217 0.3 0.0 0.3 0.1302
H 26.628 17.605 17.299 0.1 -0.6 -0.2 0.1054
H 24.737 18.377 18.476 0.2 -0.2 -0.1 0.1214
H 24.552 19.112 16.824 0.3 -0.6 0.6 0.1309
H 23.204 20.182 19.186 0.4 -0.3 0.0 0.1000
H 23.284 21.220 17.725 0.2 -0.4 0.3 0.1301
H 24.631 21.943 20.375 -0.1 0.1 -0.3 0.1337
H 23.000 22.480 19.903 0.0 -0.3 0.0 0.1160
H 24.000 24.807 19.992 0.2 -0.2 -0.3 0.0835
H 24.968 25.198 18.534 0.0 -0.4 0.2 0.0842
H 25.734 24.326 19.944 -0.7 0.3 -0.5 0.0985
C 19.488 14.266 12.668 -0.1 0.9 0.1 -0.0715
O 19.320 15.702 12.664 0.0 -1.1 0.0 -0.2349
C 18.648 16.244 11.522 0.3 -1.0 1.6 -0.2066
C 18.938 17.714 11.555 -0.2 1.0 -1.9 -0.2109
O 18.689 18.455 12.739 -0.7 -0.5 -0.9 -0.1167
C 17.306 18.359 13.077 -0.1 -0.3 1.3 -0.1747
C 16.958 19.339 14.181 -1.7 2.0 0.3 -0.2094
O 17.647 19.156 15.383 1.0 -1.1 -0.3 -0.1925
C 17.418 20.095 16.387 -1.2 0.3 0.6 -0.1075
H 19.880 13.908 11.717 0.0 0.0 -0.2 0.0837
H 18.546 13.755 12.883 0.0 0.0 0.0 0.0866
H 20.227 14.029 13.441 -0.2 0.1 0.0 0.0881
H 17.580 15.972 11.534 0.1 0.2 0.1 0.1290
H 19.087 15.795 10.637 0.1 0.1 -0.5 0.1240
H 18.346 18.107 10.679 0.2 0.2 0.8 0.1398
H 19.976 17.867 11.238 0.0 0.1 0.6 0.1237
H 17.115 17.360 13.499 0.0 0.0 -0.2 0.1294
H 16.599 18.484 12.224 0.7 0.2 0.3 0.1430
H 15.855 19.296 14.415 0.6 -0.4 -0.4 0.1399
H 17.062 20.414 13.897 0.3 -0.6 -0.4 0.1247
H 17.950 19.769 17.281 0.0 0.0 -0.1 0.0671
H 16.334 20.176 16.667 0.6 -0.2 -0.3 0.1081
H 17.740 21.104 16.128 0.2 0.1 -0.3 0.0894
```
Forces are in eV/Å.

[2]
A molecular structure, C23H32BMnN7OS. Source: the Open Molecules 2025 dataset; level of theory: ωB97M-V/def2-TZVPD.

Its gap between HOMO and LUMO (alpha / beta) is 7.855 / 7.624 eV. The value obtained for the energy above the lowest of the compared OMol25 structures with the same formula, charge and spin is 0.0000 eV. The multiplicity is 2. The value obtained for the HOMO energy (alpha / beta) is -7.35 / -7.09 eV. As for the expectation value of S²: 0.7810. The value obtained for the molar mass is 520.37 g/mol.

```
66
Properties=species:S:1:pos:R:3:forces:R:3:nbo_charge:R:1
Mn 0.258 -0.096 -0.246 0.0 0.0 -0.1 0.9950
C -0.020 -4.009 -0.253 0.0 0.0 0.0 -0.5847
C -1.441 -3.470 -0.396 0.0 0.0 0.0 -0.2507
C -1.956 -2.972 0.958 0.0 0.0 0.0 -0.5907
C -1.635 -2.397 -1.435 0.0 0.0 0.0 0.1895
C -2.465 -2.472 -2.564 -0.1 0.0 0.0 -0.3443
C -2.532 -1.185 -3.052 -0.1 0.0 0.1 0.0068
N -1.779 -0.401 -2.268 0.1 -0.1 0.0 -0.3139
N -1.204 -1.144 -1.296 0.3 0.2 0.0 -0.3433
B -1.764 1.136 -2.125 0.0 0.0 0.0 0.5385
N -0.365 1.729 -2.401 0.0 0.0 0.1 -0.3155
C -0.007 2.705 -3.248 0.0 0.0 0.0 0.0068
C 1.226 3.181 -2.862 0.0 0.0 0.0 -0.3451
C 1.571 2.429 -1.727 0.0 0.1 0.1 0.1906
N 0.602 1.555 -1.471 -0.1 -0.5 -0.1 -0.3439
C 2.746 2.661 -0.815 0.0 0.0 0.0 -0.2504
C 2.279 2.779 0.637 0.0 0.0 0.0 -0.5965
C 3.859 1.623 -0.943 0.0 0.0 0.0 -0.5879
N -2.115 1.466 -0.643 0.0 0.0 0.0 -0.3171
C -3.137 2.190 -0.162 0.0 0.0 0.0 0.0097
C -3.047 2.225 1.212 0.0 0.0 0.0 -0.3598
C -1.899 1.473 1.512 0.0 0.0 0.1 0.1814
N -1.353 1.025 0.390 0.1 0.0 0.1 -0.3438
C -1.284 1.146 2.838 0.0 0.0 0.0 -0.2534
C -2.240 0.312 3.691 0.0 0.0 0.0 -0.5911
C -0.857 2.418 3.571 0.0 0.0 0.0 -0.5909
H -0.023 -4.861 0.431 0.0 0.0 0.0 0.2026
H 0.636 -3.247 0.161 0.0 0.0 0.0 0.2007
H 0.394 -4.327 -1.209 0.0 0.0 0.0 0.2177
H -2.078 -4.297 -0.724 0.0 0.0 0.0 0.2069
H -1.346 -2.134 1.307 0.0 0.0 0.0 0.2063
H -1.898 -3.765 1.706 0.0 0.0 0.0 0.2073
H -2.989 -2.629 0.890 0.0 0.0 0.0 0.2140
H -2.978 -3.343 -2.934 0.0 0.0 0.0 0.2272
H -3.092 -0.761 -3.869 0.0 0.0 0.0 0.2214
H -2.573 1.628 -2.861 0.0 0.0 0.0 -0.0330
H -0.670 3.008 -4.041 0.0 0.0 0.0 0.2211
H 1.797 3.975 -3.311 0.0 0.0 0.0 0.2274
H 3.157 3.626 -1.125 0.0 0.0 0.0 0.2066
H 1.870 1.827 0.988 0.0 0.0 0.0 0.2129
H 1.504 3.539 0.744 0.0 0.0 0.0 0.2131
H 3.116 3.041 1.287 0.0 0.0 0.0 0.2076
H 3.514 0.648 -0.604 0.0 0.1 0.0 0.2070
H 4.712 1.917 -0.327 0.0 0.0 0.0 0.2009
H 4.194 1.516 -1.975 0.0 0.0 0.0 0.2139
H -3.855 2.629 -0.835 0.0 0.0 0.0 0.2209
H -3.710 2.724 1.898 0.0 0.0 0.0 0.2281
H -0.391 0.549 2.629 0.0 0.0 0.0 0.2188
H -3.149 0.876 3.916 0.0 0.0 0.0 0.2018
H -1.772 0.038 4.638 0.0 0.0 0.0 0.2060
H -2.532 -0.603 3.174 0.0 0.0 0.0 0.2145
H -1.722 3.052 3.782 0.0 0.0 0.0 0.2016
H -0.153 2.998 2.973 0.0 0.0 0.0 0.2144
H -0.381 2.173 4.522 0.0 0.0 0.0 0.2060
O 1.313 -0.646 1.331 -0.3 0.2 -0.1 -0.6429
N 2.444 -1.357 1.177 0.1 -0.1 0.0 -0.0164
C 3.120 -1.657 2.308 0.0 0.0 0.0 0.0476
C 4.274 -2.381 2.267 0.0 0.0 0.1 -0.2857
C 4.745 -2.811 1.018 0.0 0.0 -0.1 -0.1605
C 4.048 -2.497 -0.116 0.1 0.0 0.0 -0.2373
C 2.857 -1.740 -0.064 -0.2 0.0 0.1 0.0235
S 1.935 -1.284 -1.410 0.0 -0.2 0.0 -0.1412
H 2.656 -1.274 3.204 0.0 0.0 0.0 0.2329
H 4.797 -2.607 3.184 0.0 0.0 0.0 0.2306
H 5.657 -3.389 0.950 0.0 0.0 0.0 0.2236
H 4.386 -2.811 -1.093 0.0 0.0 0.0 0.2372
```
Forces are in eV/Å.